Record 1
A 2-piece molecular cluster, H4NO2PS overall, computed with the ωB97M-V functional and the def2-TZVPD basis.

Structure (XYZ):
```
9
H4NO2PS (the ωB97M-V functional and the def2-TZVPD basis)
N 1.7080 1.1212 -0.2275
O 0.6982 -1.3047 -0.1158
O -0.3096 0.2596 -1.7955
P 0.4087 0.2253 -0.2786
S -2.2908 -0.5533 0.5948
H 2.3693 0.9402 0.5385
H 0.0279 -1.8062 0.2225
H -0.3818 1.1586 -2.0922
H -2.1760 -0.8558 -0.8162
```

HOMO (alpha / beta) ... -9.31 / -9.20 eV
Kohn-Sham gap (alpha / beta) ... 7.22 / 7.02 eV
Energy above the lowest of the compared OMol25 structures with the same formula, charge and spin ... 340.5 kJ/mol
Total charge ... 0

How is the electron density shared among the atoms? According to Löwdin, the charges in e are: N -0.147; O -0.177; O -0.238; P 0.578; S 0.182; H 0.009; H -0.037; H 0.052; H -0.223

---

Record 2
A 12-piece molecular cluster, C34H69NO35 overall, computed with the ωB97M-V functional and the def2-TZVPD basis.

Structure (XYZ):
```
139
C34H69NO35 (the ωB97M-V functional and the def2-TZVPD basis)
C -0.5071 -5.4944 -0.6429
N -0.1567 -6.0727 0.6534
O 0.7598 -6.8646 0.7304
O -0.8371 -5.7533 1.6099
H -0.1819 -4.4866 -0.8875
H -1.5814 -5.6476 -0.6773
H -0.0159 -6.0656 -1.4294
C 2.0753 -0.4316 -3.6052
O 2.2178 -1.6964 -4.2179
C 2.3493 -1.7214 -5.5483
O 2.1144 -0.8075 -6.2841
O 2.7057 -2.9515 -5.8794
C 2.7480 -3.2941 -7.2672
H 1.0446 -0.0749 -3.5847
H 2.7377 0.2956 -4.0728
H 2.2972 -0.5493 -2.5437
H 3.0933 -2.4288 -7.8372
H 1.7620 -3.5370 -7.6559
H 3.5059 -4.0668 -7.3285
C 5.8731 -1.4687 0.3283
O 4.6309 -0.7503 0.4867
C 4.5109 -0.0033 1.5719
O 5.3187 0.2176 2.4258
O 3.2643 0.4547 1.5887
C 2.8298 1.2803 2.6670
H 6.1295 -2.1097 1.1665
H 6.6588 -0.7658 0.0573
H 5.6069 -2.0464 -0.5586
H 1.7914 1.5493 2.5025
H 3.4086 2.2027 2.5748
H 3.0251 0.7618 3.6044
C -4.8887 1.6287 1.7859
O -5.9662 0.8775 1.1758
C -5.7657 0.4064 -0.0536
O -4.7821 0.6495 -0.7193
O -6.8167 -0.3183 -0.3723
C -6.7926 -1.1011 -1.5531
H -3.9109 1.1679 1.7498
H -5.1604 1.7194 2.8363
H -5.0375 2.5769 1.2731
H -7.6722 -0.8908 -2.1537
H -6.6040 -2.1459 -1.3018
H -5.9406 -0.8951 -2.2034
C -1.0778 1.2629 2.9547
O -0.9522 2.5981 3.4010
C -1.9213 3.4371 3.0826
O -2.6996 3.2715 2.1778
O -1.7276 4.5623 3.7656
C -2.7139 5.5606 3.7069
H -0.5636 0.6287 3.6765
H -0.6473 1.0168 1.9860
H -2.1076 0.9140 2.9164
H -2.9585 5.9205 4.7076
H -3.6527 5.2088 3.2766
H -2.4178 6.4505 3.1497
C 2.0170 -5.2565 4.1464
O 3.2623 -5.9158 4.2951
C 3.8497 -5.8529 5.4894
O 3.4772 -5.2409 6.4536
O 4.9783 -6.5434 5.3851
C 5.8858 -6.6273 6.4619
H 1.2552 -5.8285 3.6261
H 2.0664 -4.2348 3.7629
H 1.5984 -5.0423 5.1352
H 5.3390 -6.9420 7.3532
H 6.3616 -5.6619 6.6470
H 6.6514 -7.3513 6.1985
C -0.8904 0.8087 -0.9089
O 0.1452 -0.1738 -0.8500
C 0.1170 -1.0508 0.1674
O -0.8012 -1.2124 0.9398
O 1.2769 -1.6504 0.1828
C 1.6209 -2.6441 1.1689
H -0.8435 1.5233 -0.0908
H -1.8669 0.3487 -1.0616
H -0.7196 1.3622 -1.8306
H 1.4344 -2.2449 2.1626
H 2.6445 -2.9094 0.9349
H 0.9535 -3.4800 0.9556
C -2.1954 0.2802 6.1731
O -1.4138 -0.8514 6.4789
C -1.3047 -1.8594 5.5923
O -0.6584 -2.8345 5.8072
O -2.2034 -1.7046 4.6053
C -2.1254 -2.6434 3.5305
H -3.2498 0.1132 6.3961
H -2.1469 0.6248 5.1415
H -1.9276 1.2073 6.6822
H -1.1256 -3.0253 3.3070
H -2.4683 -2.2386 2.5847
H -2.6298 -3.5680 3.8133
C 1.8715 5.0501 -7.0287
O 0.7590 4.3264 -6.5667
C 0.8908 3.3242 -5.6881
O 1.9206 2.8738 -5.2921
O -0.3569 3.0401 -5.3484
C -0.6897 1.8074 -4.7537
H 1.5719 5.7562 -7.8023
H 2.6452 4.4341 -7.4880
H 2.2732 5.6541 -6.2128
H -0.6294 1.0187 -5.5062
H -1.7225 1.7627 -4.4098
H -0.0556 1.6097 -3.8927
C -0.7680 4.4688 -1.2384
O -0.2541 5.0139 -2.4416
C -0.2489 6.3093 -2.6607
O -0.5793 7.1800 -1.8946
O 0.2868 6.5629 -3.8480
C 0.6893 7.8964 -4.1150
H -0.4462 3.4416 -1.1522
H -1.8412 4.6557 -1.1854
H -0.3703 4.9922 -0.3671
H 1.0860 7.8908 -5.1279
H 1.4834 8.1289 -3.4025
H -0.1427 8.5967 -4.0592
C -3.4206 -2.0396 -1.5569
O -3.1437 -3.3765 -2.0065
C -4.0449 -4.2720 -1.6169
O -5.0210 -4.0700 -0.9370
O -3.7038 -5.4126 -2.1945
C -4.4324 -6.5743 -1.8121
H -4.4523 -1.7288 -1.5994
H -2.7444 -1.3062 -1.9896
H -3.0975 -1.9866 -0.5129
H -4.5920 -7.1646 -2.7115
H -5.4143 -6.3946 -1.3780
H -3.8840 -7.1444 -1.0612
C 2.3775 3.4370 -1.9858
O 2.6713 4.3705 -0.9638
C 2.2293 4.2494 0.2810
O 1.3923 3.4873 0.7107
O 2.8728 5.1572 0.9944
C 2.4598 5.3387 2.3366
H 3.2026 3.0647 -2.5829
H 1.6011 3.8734 -2.6133
H 1.8122 2.5624 -1.6407
H 3.2164 5.9808 2.7882
H 2.4384 4.4166 2.9147
H 1.5392 5.8773 2.5703
```

HOMO ... -10.59 eV
Kohn-Sham gap ... 10.62 eV
Structure (SMILES) ... C[N+](=O)[O-].COC(=O)OC.COC(=O)OC.COC(=O)OC.COC(=O)OC.COC(=O)OC.COC(=O)OC.COC(=O)OC.COC(=O)OC.COC(=O)OC.COC(=O)OC.COC(=O)OC
Total charge ... 0

Löwdin atomic charge list, values in e, 99 entries: C 0.047; N -0.453; O 0.078; O 0.053; H 0.101; H 0.088; H 0.106; C -0.040; O 0.008; C -0.624; O 0.135; O 0.002; C -0.028; H 0.070; H 0.100; H 0.090; H 0.092; H 0.098; H 0.094; C -0.016; O -0.012; C -0.641; O 0.142; O -0.017; C -0.016; H 0.099; H 0.098; H 0.095; H 0.072; H 0.093; H 0.106; C -0.026; O -0.001; C -0.609; O 0.104; O 0.033; C -0.040; H 0.069; H 0.097; H 0.101; H 0.101; H 0.086; H 0.077; C -0.051; O 0.027; C -0.591; O 0.115; O 0.020; C -0.052; H 0.098; H 0.069; H 0.086; H 0.094; H 0.095; H 0.097; C -0.040; O 0.018; C -0.612; O 0.134; O -0.005; C -0.044; H 0.084; H 0.085; H 0.090; H 0.098; H 0.099; H 0.092; C -0.018; O -0.005; C -0.607; O 0.110; O 0.001; C 0.011; H 0.086; H 0.079; H 0.067; H 0.098; H 0.100; H 0.075; C -0.065; O 0.024; C -0.596; O 0.157; O -0.025; C -0.035; H 0.101; H 0.056; H 0.100; H 0.081; H 0.078; H 0.102; C -0.054; O -0.003; C -0.605; O 0.149; O 0.012; C -0.037; H 0.093; H 0.097

---

Record 3
A 2-piece molecular cluster, C6H11NS overall, computed with the ωB97M-V functional and the def2-TZVPD basis.

Structure (XYZ):
```
19
C6H11NS (the ωB97M-V functional and the def2-TZVPD basis)
C 1.6336 -1.2447 -0.8242
C 2.6841 -0.3903 -0.1768
C 0.5115 -1.4174 -0.1391
C -0.9075 0.7898 -0.1315
C -2.3145 0.1648 -0.4180
C -0.7029 1.0850 1.3035
N -0.1929 1.1022 -1.1184
S 2.6865 0.3328 1.2627
H 1.6964 -1.4389 -1.9134
H 3.7063 -0.4552 -0.5730
H -0.2559 -2.1976 -0.4226
H 0.5245 -1.3984 0.9429
H -3.0220 0.9116 -0.3290
H -2.6377 -0.6371 0.3403
H -2.4266 -0.2607 -1.4353
H 0.3615 1.2538 1.4175
H -1.0832 0.3013 1.9998
H -1.0476 2.1389 1.3861
H 0.7863 1.3601 -1.1714
```

HOMO (alpha / beta) ... -7.02 / -8.77 eV
Multiplicity ... 3
Kohn-Sham gap (alpha / beta) ... 7.84 / 6.37 eV
Energy above the lowest of the compared OMol25 structures with the same formula, charge and spin ... 40.8 kJ/mol
Total charge ... 0

How is the electron density shared among the atoms? According to Löwdin, the charges in e are: C -0.244; C -0.679; C -0.100; C -0.538; C -0.058; C -0.080; N 0.128; S 0.809; H 0.112; H 0.050; H 0.094; H 0.052; H 0.032; H 0.096; H 0.080; H -0.007; H 0.099; H 0.105; H 0.050

---

Record 4
A 2-piece molecular cluster, C3H5O3 overall, computed with the ωB97M-V functional and the def2-TZVPD basis.

Structure (XYZ):
```
11
C3H5O3 (the ωB97M-V functional and the def2-TZVPD basis)
C -2.4852 0.4456 -0.0197
C -1.2345 0.4430 -0.7548
C 2.8190 -0.0819 0.1632
O -0.5330 -0.2204 0.3779
O 1.8984 -0.6742 -0.4804
O -1.6993 -0.7877 -0.2511
H -2.5839 0.7376 1.0324
H -3.4464 0.2195 -0.5951
H 3.8392 -0.3223 0.0210
H 2.4826 0.7043 0.8232
H 0.9432 -0.4634 -0.3167
```

HOMO ... -13.66 eV
Kohn-Sham gap ... 7.03 eV
Energy above the lowest of the compared OMol25 structures with the same formula, charge and spin ... 763.4 kJ/mol
Total charge ... +1

How is the electron density shared among the atoms? According to Löwdin, the charges in e are: C 0.010; C -0.108; C 0.261; O -0.049; O 0.200; O 0.022; H 0.137; H 0.169; H 0.131; H 0.141; H 0.086

---

Electronic energy values (in Ha) by entry order: -947.138565, -4024.945608, -687.971910, -342.416643.